Entry 1:
{
  "formula": "C29H63N5O22",
  "method": "ωB97M-V/def2-TZVPD",
  "spin_multiplicity": 1,
  "gap_ev": 9.726,
  "e_above_lowest_kj_mol": 338.2,
  "species": ["C", "N", "O", "O", "H", "H", "H", "C", "N", "O", "O", "H", "H", "H", "C", "N", "O", "O", "H", "H", "H", "C", "N", "O", "O", "H", "H", "H", "C", "N", "O", "O", "H", "H", "H", "O", "C", "O", "C", "C", "C", "H", "H", "H", "H", "H", "H", "H", "H", "O", "C", "O", "C", "C", "C", "H", "H", "H", "H", "H", "H", "H", "H", "O", "C", "O", "C", "C", "C", "H", "H", "H", "H", "H", "H", "H", "H", "O", "C", "O", "C", "C", "C", "H", "H", "H", "H", "H", "H", "H", "H", "O", "C", "O", "C", "C", "C", "H", "H", "H", "H", "H", "H", "H", "H", "O", "C", "O", "C", "C", "C", "H", "H", "H", "H", "H", "H", "H", "H"],
  "coordinates": [[13.181, 25.563, -9.418], [12.135, 26.061, -10.343], [12.382, 26.416, -11.576], [10.972, 26.050, -9.892], [12.778, 24.744, -8.823], [13.398, 26.340, -8.686], [14.104, 25.395, -9.973], [8.880, 26.701, -7.470], [8.214, 26.128, -6.328], [8.853, 26.227, -5.261], [7.250, 25.384, -6.456], [8.688, 25.974, -8.260], [9.964, 26.768, -7.380], [8.454, 27.653, -7.788], [13.419, 25.225, -4.649], [13.421, 26.018, -5.864], [14.435, 26.766, -5.984], [12.481, 26.032, -6.620], [13.507, 25.744, -3.695], [14.191, 24.456, -4.671], [12.442, 24.746, -4.574], [9.230, 24.622, -1.561], [10.504, 24.495, -2.395], [10.287, 23.897, -3.362], [11.594, 24.864, -1.947], [8.933, 23.689, -1.081], [8.492, 25.033, -2.250], [9.407, 25.295, -0.721], [12.500, 21.436, -3.787], [13.134, 20.106, -3.343], [14.223, 19.720, -3.753], [12.482, 19.433, -2.507], [12.008, 21.826, -2.896], [11.663, 21.229, -4.454], [13.311, 22.128, -4.014], [15.638, 22.327, -3.454], [16.841, 22.193, -3.398], [17.644, 22.797, -2.619], [17.144, 23.598, -1.533], [18.211, 24.262, -0.763], [17.588, 21.142, -4.260], [16.514, 22.880, -1.009], [16.570, 24.470, -1.847], [18.788, 25.002, -1.318], [18.866, 23.505, -0.333], [17.761, 24.836, 0.047], [16.981, 20.260, -4.461], [18.589, 20.812, -3.982], [17.831, 21.538, -5.246], [14.865, 23.763, -7.644], [15.479, 22.718, -7.522], [16.607, 22.264, -8.239], [17.099, 22.987, -9.263], [18.483, 22.490, -9.695], [14.786, 21.722, -6.675], [17.331, 23.951, -8.809], [16.324, 23.169, -10.008], [19.090, 22.010, -8.929], [19.089, 23.306, -10.090], [18.431, 21.699, -10.444], [14.408, 22.286, -5.823], [15.395, 20.837, -6.489], [13.903, 21.485, -7.269], [16.308, 27.974, -0.775], [15.336, 27.489, -1.367], [14.850, 27.913, -2.505], [15.384, 29.064, -3.186], [14.793, 30.355, -2.705], [14.575, 26.336, -0.862], [15.268, 29.010, -4.268], [16.448, 29.148, -2.966], [13.782, 30.541, -3.066], [15.529, 31.070, -3.073], [14.786, 30.432, -1.618], [14.304, 25.561, -1.578], [13.705, 26.765, -0.362], [15.155, 25.853, -0.076], [12.710, 29.743, -5.749], [11.550, 29.491, -6.167], [10.483, 29.170, -5.412], [10.708, 28.999, -4.027], [11.255, 27.651, -3.602], [11.147, 29.481, -7.620], [9.775, 29.114, -3.475], [11.327, 29.776, -3.579], [10.460, 26.925, -3.774], [11.380, 27.748, -2.524], [12.223, 27.485, -4.076], [11.585, 28.614, -8.115], [11.487, 30.328, -8.216], [10.061, 29.444, -7.531], [18.423, 27.251, -5.654], [17.737, 26.250, -5.873], [17.241, 26.031, -7.007], [17.275, 27.018, -7.947], [18.566, 26.985, -8.832], [17.394, 25.207, -4.816], [17.239, 28.051, -7.601], [16.366, 26.988, -8.548], [18.506, 27.701, -9.651], [18.803, 25.954, -9.094], [19.431, 27.313, -8.255], [17.274, 25.779, -3.896], [18.263, 24.550, -4.839], [16.437, 24.710, -4.975], [11.187, 20.832, -9.882], [10.114, 21.226, -9.335], [9.850, 22.051, -8.292], [10.915, 22.721, -7.749], [10.366, 23.335, -6.411], [8.792, 20.443, -9.574], [11.039, 23.542, -8.455], [11.774, 22.069, -7.593], [11.008, 24.145, -6.065], [10.353, 22.591, -5.615], [9.371, 23.761, -6.541], [8.097, 20.747, -10.356], [8.160, 20.527, -8.690], [9.025, 19.395, -9.385]],
  "atomic_forces_ev_per_a": [[0.72, 0.62, -0.17], [-2.01, 0.75, -3.50], [-0.31, -1.34, 5.00], [2.15, 0.20, -0.69], [0.17, -0.09, -0.59], [-0.21, 0.24, -0.21], [-0.36, -0.41, -0.01], [0.06, -0.07, -2.41], [1.24, -1.77, 2.81], [-1.31, 0.26, -0.96], [0.46, 1.28, -0.23], [-0.05, 0.22, -0.21], [-0.31, 0.06, 0.69], [-0.12, -0.07, 0.36], [-1.16, -1.92, 1.06], [3.01, 3.12, 0.33], [-2.14, -1.72, -0.18], [-0.17, -0.31, 0.17], [0.38, 0.81, -0.63], [0.11, 0.16, -0.35], [0.10, -0.16, -0.24], [0.47, 1.47, 0.86], [-0.33, 0.91, 5.12], [0.46, -1.95, -4.37], [-0.97, -0.11, -0.66], [0.29, -0.31, -0.78], [-0.03, -0.29, 0.18], [0.15, 0.25, -0.30], [0.28, -0.52, 1.46], [-0.28, -1.83, 1.47], [-1.35, 1.16, -0.17], [0.77, 1.65, -1.64], [0.18, -0.21, 0.15], [0.69, -0.02, -0.53], [-0.26, -0.36, -0.67], [0.03, 0.58, 0.16], [-0.78, -2.82, -2.09], [2.30, 1.79, 1.47], [-1.34, 0.42, -0.55], [1.22, -0.51, 1.02], [0.05, 0.17, -0.76], [-0.07, 0.51, 0.59], [-0.75, -0.59, -0.83], [-0.02, -0.28, -0.34], [0.33, 0.26, 0.14], [-0.14, -0.16, 0.11], [-0.25, 0.20, 0.32], [-0.22, 0.21, 0.98], [-0.49, 0.49, -0.23], [1.92, 0.15, -0.93], [-0.45, 0.25, -1.34], [-3.28, -1.93, 3.78], [1.94, 3.03, -0.46], [-0.22, -0.90, -0.84], [0.65, -0.52, -0.10], [-0.23, 0.68, -0.39], [0.35, -0.30, -0.52], [-0.43, 0.36, 0.62], [-0.22, 0.03, -0.13], [-0.14, 0.13, -0.32], [0.40, -0.57, 0.24], [-0.39, 0.06, 0.44], [0.04, -0.44, -0.04], [-1.68, -0.59, -1.13], [2.79, 0.87, 1.09], [-0.94, 0.15, -1.71], [0.94, 0.53, 0.61], [-0.09, 0.16, 0.29], [-0.12, -0.80, 1.18], [-0.32, -0.77, 0.17], [0.09, -0.51, -0.04], [0.15, 0.10, -0.22], [-0.51, 0.59, -0.05], [0.13, -0.11, 0.04], [-0.21, 0.42, -0.18], [-0.37, -0.30, -0.18], [0.05, 0.09, 0.00], [-3.76, -0.91, -0.75], [3.68, 0.90, 0.46], [0.53, 0.05, -0.04], [0.08, 0.19, 1.87], [-0.42, 0.68, -0.12], [-0.27, 0.06, 0.45], [-0.48, 0.11, -0.68], [0.34, 0.25, -0.68], [0.60, -0.39, -0.32], [0.29, -0.22, 0.07], [-0.23, -0.34, 0.10], [-0.27, -0.27, 0.16], [-0.01, 0.20, 0.49], [0.04, -0.11, -0.93], [-0.68, -1.38, 0.34], [1.90, 2.34, 3.66], [-2.14, -2.24, -2.14], [1.03, 2.66, -3.19], [-0.32, -0.23, 1.14], [0.12, 1.01, -0.47], [0.03, -0.25, 1.06], [0.05, -0.80, -0.14], [-0.26, -0.46, -0.28], [-0.19, 0.08, -0.66], [-0.14, 0.07, 0.34], [0.52, -0.27, 0.20], [-0.26, -0.33, 0.60], [0.31, -0.21, -0.46], [-3.34, 2.82, 2.59], [0.49, -3.45, -1.43], [-0.15, -2.05, -1.89], [-0.14, 2.53, 1.82], [1.03, -0.31, -0.55], [-0.04, 0.21, 1.60], [1.13, 0.17, 0.18], [0.11, 0.24, -0.22], [0.06, -0.06, -0.15], [-0.26, -0.03, -0.12], [-0.02, -0.28, -0.14], [0.78, -0.46, -0.58], [0.02, 0.89, 0.28], [0.19, -0.25, -1.49]],
  "mulliken_charge": [0.03, 0.80, -0.56, -0.50, -0.16, -0.05, 0.30, -0.69, 0.79, -0.43, -0.53, 0.43, -0.06, 0.37, 1.59, 1.15, -0.44, -0.12, -0.18, -0.93, -0.78, -0.91, 0.87, -0.43, -0.45, 0.31, 0.29, 0.33, -0.50, 0.92, -0.51, -0.58, 0.40, 0.33, -0.07, -0.26, 0.72, -0.33, 0.38, -1.42, -1.13, 0.44, -0.27, 0.31, 0.39, 0.38, 0.29, 0.41, 0.17, 0.05, 0.04, -0.35, 0.83, -1.40, -0.22, -0.58, 0.32, 0.30, 0.37, 0.39, -0.41, 0.28, 0.33, -0.66, 0.76, 0.00, -0.10, -1.25, -1.08, 0.13, 0.46, 0.19, 0.40, 0.36, 0.12, 0.39, 0.32, -0.59, 0.92, -0.31, -0.80, 0.56, -0.71, 0.43, 0.29, -0.21, 0.41, -0.44, -0.14, 0.40, 0.26, -0.67, 0.17, 0.08, -0.41, -1.20, 0.39, 0.47, 0.32, 0.41, 0.10, 0.37, 0.03, 0.38, -0.53, -0.57, 0.61, -0.35, 0.58, -0.43, -1.11, -0.08, 0.04, -0.31, 0.32, 0.30, 0.32, 0.33, 0.32]
}

=====

Entry 2:
{
  "formula": "C29H64ClO5S",
  "method": "ωB97M-V/def2-TZVPD",
  "spin_multiplicity": 1,
  "gap_ev": 7.556,
  "e_above_lowest_kj_mol": 724.5,
  "charge": 1,
  "species": ["C", "C", "S", "C", "C", "C", "Cl", "C", "C", "C", "C", "C", "C", "C", "O", "C", "H", "H", "H", "H", "H", "H", "H", "H", "H", "H", "H", "H", "H", "H", "H", "H", "H", "H", "H", "H", "H", "H", "H", "H", "C", "C", "O", "C", "C", "H", "H", "H", "H", "H", "H", "H", "H", "H", "H", "C", "C", "O", "C", "C", "H", "H", "H", "H", "H", "H", "H", "H", "H", "H", "C", "C", "O", "C", "C", "H", "H", "H", "H", "H", "H", "H", "H", "H", "H", "C", "C", "O", "C", "C", "H", "H", "H", "H", "H", "H", "H", "H", "H", "H"],
  "coordinates": [[-1.726, 3.131, -0.953], [-0.673, 2.253, -0.558], [0.549, 0.826, -0.217], [0.113, -0.577, -1.409], [1.329, -0.745, -2.499], [1.152, -1.999, -3.543], [1.796, -3.550, -2.730], [0.175, 0.314, 1.585], [0.822, -1.137, 1.990], [2.313, -1.065, 2.674], [2.865, -2.635, 2.827], [1.876, -3.587, 3.725], [0.987, -4.526, 2.665], [-0.172, -5.423, 3.459], [-0.896, -6.357, 2.582], [-1.680, -5.662, 1.549], [-2.570, 3.935, -1.211], [-0.903, -0.271, -1.930], [-0.114, -1.581, -0.828], [1.362, 0.252, -3.143], [2.343, -0.922, -1.913], [1.784, -1.817, -4.525], [0.019, -2.160, -3.813], [0.434, 1.194, 2.313], [-1.010, 0.171, 1.606], [0.895, -1.876, 1.083], [0.090, -1.640, 2.776], [3.034, -0.574, 1.862], [2.354, -0.532, 3.716], [2.979, -3.144, 1.766], [3.914, -2.578, 3.366], [1.208, -3.016, 4.500], [2.570, -4.352, 4.325], [0.465, -3.899, 1.826], [1.769, -5.317, 2.240], [-0.900, -4.730, 4.095], [0.446, -6.099, 4.224], [-2.527, -6.324, 1.053], [-2.179, -4.720, 2.032], [-0.907, -5.346, 0.700], [6.406, -3.036, -1.697], [5.292, -2.302, -0.971], [5.747, -1.554, 0.153], [6.679, -0.508, -0.112], [6.128, 0.574, -1.024], [6.987, -3.646, -0.999], [5.992, -3.685, -2.475], [7.099, -2.339, -2.178], [4.581, -3.039, -0.585], [4.731, -1.657, -1.655], [7.612, -0.921, -0.507], [6.924, -0.058, 0.856], [5.952, 0.195, -2.035], [6.834, 1.407, -1.099], [5.173, 0.951, -0.646], [-4.855, 1.791, 3.841], [-3.960, 0.678, 3.324], [-2.606, 0.797, 3.751], [-2.373, 0.747, 5.157], [-2.803, -0.563, 5.793], [-4.429, 2.771, 3.605], [-5.851, 1.720, 3.392], [-4.974, 1.739, 4.927], [-3.945, 0.720, 2.230], [-4.358, -0.306, 3.592], [-2.847, 1.601, 5.651], [-1.294, 0.867, 5.297], [-3.889, -0.687, 5.760], [-2.496, -0.598, 6.843], [-2.360, -1.413, 5.266], [-6.036, 0.885, -4.520], [-5.714, -0.324, -3.659], [-4.489, -0.199, -2.944], [-4.402, 0.874, -2.008], [-5.426, 0.782, -0.890], [-5.194, 1.128, -5.176], [-6.920, 0.692, -5.135], [-6.240, 1.769, -3.910], [-5.606, -1.198, -4.309], [-6.535, -0.549, -2.970], [-4.467, 1.835, -2.525], [-3.400, 0.823, -1.570], [-6.444, 0.918, -1.266], [-5.242, 1.555, -0.138], [-5.385, -0.199, -0.406], [0.451, 7.499, -3.256], [1.443, 6.772, -4.148], [2.466, 6.097, -3.423], [2.044, 5.066, -2.533], [1.329, 3.922, -3.231], [0.972, 8.161, -2.557], [-0.241, 8.095, -3.859], [-0.142, 6.799, -2.661], [1.946, 7.507, -4.783], [0.932, 6.077, -4.822], [1.430, 5.485, -1.730], [2.951, 4.674, -2.060], [0.368, 4.244, -3.645], [1.133, 3.107, -2.528], [1.930, 3.538, -4.061]],
  "atomic_forces_ev_per_a": [[7.28, -6.19, 2.88], [-7.50, 5.09, -2.77], [-1.53, 1.82, -0.12], [-1.37, -1.35, -1.25], [0.38, 0.35, -0.10], [-0.49, 0.80, -0.01], [-0.68, 1.35, -0.69], [-2.38, -1.20, 1.01], [0.56, -0.16, 0.80], [0.38, -1.27, -1.45], [-0.07, 0.49, 0.78], [0.32, -1.15, -0.79], [-0.12, -0.74, 1.13], [1.38, 0.05, 0.47], [-0.35, 1.77, 0.06], [0.50, 0.65, -0.55], [2.46, -2.12, 0.74], [2.13, -0.48, 1.07], [0.68, 2.22, -0.88], [0.11, -2.05, 1.44], [-2.06, 0.59, -1.30], [-1.33, -0.38, 2.24], [2.35, 0.20, 0.50], [-0.20, -1.57, -1.77], [2.56, 0.55, -0.01], [-0.23, 1.57, 1.62], [1.29, 1.23, -1.77], [-1.38, -0.72, 2.02], [-0.24, -0.88, -2.16], [-0.09, 1.20, 2.13], [-2.08, -0.11, -1.33], [1.26, -0.92, -1.55], [-1.65, 1.74, -1.17], [1.25, -1.17, 1.53], [-1.86, 1.84, 0.50], [1.30, -1.34, -1.48], [-1.62, 1.36, -1.64], [2.01, 1.04, 1.41], [0.83, -1.57, -1.02], [-1.89, -0.45, 1.59], [0.20, 0.11, -0.11], [0.19, -0.12, 0.15], [-0.19, 0.03, 0.12], [-0.07, 0.05, 0.07], [-0.06, -0.08, -0.28], [-0.16, 0.05, -0.07], [0.03, 0.07, 0.11], [-0.09, -0.09, -0.03], [0.07, 0.18, 0.16], [0.04, 0.06, -0.13], [-0.01, 0.02, -0.08], [-0.14, -0.27, -0.04], [0.08, 0.08, 0.04], [-0.10, -0.11, 0.03], [0.10, 0.02, 0.07], [0.00, 0.07, 0.23], [-0.11, 0.10, 0.03], [0.29, -0.02, -0.26], [0.04, -0.13, 0.09], [-0.27, -0.06, -0.02], [-0.05, -0.13, -0.05], [0.14, -0.01, 0.05], [-0.07, -0.01, -0.12], [0.22, -0.03, 0.09], [-0.03, 0.03, 0.06], [-0.06, -0.03, 0.01], [-0.12, 0.06, -0.24], [0.11, 0.01, 0.09], [-0.02, 0.02, -0.15], [0.04, 0.08, 0.07], [0.02, 0.23, 0.09], [-0.10, 0.02, -0.19], [0.33, 0.07, 0.19], [-0.13, -0.35, -0.06], [-0.27, 0.00, -0.04], [-0.11, -0.11, 0.03], [0.14, 0.01, 0.09], [-0.08, -0.06, -0.08], [0.19, 0.07, 0.23], [-0.01, 0.07, 0.00], [-0.08, 0.09, -0.03], [-0.03, -0.15, -0.19], [0.11, 0.05, 0.09], [-0.01, -0.06, -0.06], [0.07, 0.11, -0.03], [-0.11, -0.07, 0.18], [0.01, 0.12, 0.06], [0.06, -0.21, 0.14], [0.19, 0.16, -0.21], [-0.19, 0.02, -0.25], [-0.04, -0.04, -0.16], [0.11, -0.07, 0.06], [-0.04, 0.06, -0.06], [0.13, -0.23, 0.16], [-0.07, -0.02, 0.03], [-0.12, -0.02, 0.02], [0.00, 0.25, -0.16], [0.03, -0.10, 0.08], [0.03, 0.08, -0.03], [0.01, 0.04, 0.12]],
  "mulliken_charge": [-0.23, -0.42, 0.60, -0.37, -0.15, -0.49, -0.18, -0.20, -0.22, -0.53, -0.25, -0.55, 0.14, -0.44, -0.36, -0.42, 0.39, 0.36, 0.30, 0.21, 0.01, 0.35, 0.34, 0.48, 0.05, -0.17, 0.21, 0.10, 0.33, -0.03, 0.38, 0.22, 0.37, -0.23, 0.26, 0.19, 0.27, 0.24, 0.20, 0.13, -1.27, 0.30, -0.44, -0.29, -0.97, 0.32, 0.41, 0.29, 0.22, -0.05, 0.32, 0.34, 0.25, 0.41, 0.16, -1.20, 0.04, -0.32, -0.36, -1.04, 0.31, 0.39, 0.34, -0.03, 0.31, 0.31, 0.34, 0.29, 0.42, 0.23, -1.03, -0.30, -0.42, 0.43, -1.12, 0.28, 0.40, 0.25, 0.32, 0.30, 0.23, -0.32, 0.35, 0.33, 0.31, -0.96, -0.28, -0.43, -0.43, -0.30, 0.29, 0.39, 0.19, 0.34, 0.27, 0.28, 0.34, 0.25, -0.26, 0.33]
}